Here is a structure of composition C4H6GdO2 at a distorted geometry from the Open Molecules 2025 dataset. Energies are from ωB97M-V/def2-TZVPD.

Cartesian coordinates (Å):
O  2.54  1.24  -0.95
C  1.34  0.68  -1.08
C  0.41  0.58  -0.07
C  -0.92  0.11  -0.17
C  -1.70  -0.45  0.99
O  -1.10  -1.64  1.45
Gd  0.50  -2.19  0.49
H  3.23  0.58  -0.78
H  1.17  0.25  -2.07
H  -1.33  -0.02  -1.18
H  0.30  1.20  0.89
H  -2.74  -0.64  0.67
H  -1.72  0.30  1.81

Total charge: +2
Total energy, hartree: -1071.349410
Multiplicity: 9
F_max, hartree/bohr: 0.0669
LUMO (alpha / beta), Eh: -0.369 / -0.467
Energy relative to the best compared isomer or geometry (same formula, charge and spin), kcal/mol: 3.1
Expectation value of S²: 20.393

For each atom in turn, the Mulliken charge in e is: number 1, O, carries -0.372; number 2, C, carries -0.326; number 3, C, carries -0.106; number 4, C, carries -0.416; number 5, C, carries -0.181; number 6, O, carries -0.530; number 7, Gd, carries 1.807; number 8, H, carries 0.366; number 9, H, carries 0.432; number 10, H, carries 0.423; number 11, H, carries 0.320; number 12, H, carries 0.296; number 13, H, carries 0.286

***

Here is a cluster of 2 separate species, C5H13NO in total at a distorted geometry from the Open Molecules 2025 dataset. Energies are from ωB97M-V/def2-TZVPD.

Cartesian coordinates (Å):
C  -0.68  1.85  0.85
C  0.25  1.19  0.06
C  0.00  -0.24  -0.45
C  -0.25  -1.21  0.69
N  1.38  1.79  -0.41
C  2.68  1.18  -0.54
H  -1.71  1.84  0.48
H  -0.65  1.89  1.93
H  0.87  -0.50  -1.05
H  -0.92  -0.21  -1.05
H  -0.84  -0.99  1.58
H  0.74  -1.32  1.18
H  -0.48  -2.21  0.31
H  1.31  2.71  -0.80
H  2.80  0.34  0.15
H  2.84  0.60  -1.46
H  3.50  1.86  -0.33
O  -3.53  -2.71  -0.75
H  -2.94  -2.99  -0.04
H  -4.39  -2.86  -0.35

Total energy, hartree: -328.175850
Multiplicity: 1
SMILES string: C=C(CC)NC.O
F_max, hartree/bohr: 0.0471
LUMO, Eh: 0.027
Energy relative to the best compared isomer or geometry (same formula, charge and spin), kcal/mol: 89.7

For each atom in turn, the Mulliken charge in e is: number 1, C, carries -0.857; number 2, C, carries 0.065; number 3, C, carries -0.296; number 4, C, carries -1.100; number 5, N, carries -0.165; number 6, C, carries -0.962; number 7, H, carries 0.263; number 8, H, carries 0.277; number 9, H, carries 0.292; number 10, H, carries 0.272; number 11, H, carries 0.367; number 12, H, carries 0.308; number 13, H, carries 0.275; number 14, H, carries 0.278; number 15, H, carries 0.307; number 16, H, carries 0.329; number 17, H, carries 0.341; number 18, O, carries -0.621; number 19, H, carries 0.308; number 20, H, carries 0.318

***

Here is a structure of composition C28H35N5P2SW at a distorted geometry from the Open Molecules 2025 dataset. Energies are from ωB97M-V/def2-TZVPD.

Cartesian coordinates (Å):
W  -0.16  0.97  0.14
C  -1.57  1.26  -2.28
C  -1.38  -0.09  -2.27
C  -0.44  -0.83  -3.20
C  0.88  -0.10  -3.47
C  1.41  0.69  -2.31
C  1.09  1.97  -1.91
C  0.16  2.97  -2.59
C  -1.01  2.22  -3.27
C  0.37  1.97  2.13
H  -2.33  1.68  -1.64
H  -2.04  -0.77  -1.72
H  -0.95  -1.06  -4.17
H  -0.22  -1.80  -2.74
H  1.64  -0.85  -3.74
H  0.87  0.48  -4.40
H  2.33  0.29  -1.87
H  1.80  2.43  -1.19
H  0.74  3.62  -3.30
H  -0.30  3.63  -1.81
H  -1.75  2.98  -3.54
H  -0.71  1.77  -4.22
H  -0.46  2.23  2.80
H  0.83  2.92  1.81
H  0.99  1.36  2.82
P  1.66  -0.70  0.22
P  -1.60  -0.99  0.73
N  3.29  0.47  0.08
N  2.51  -1.65  1.44
N  -2.53  0.54  0.13
N  -3.05  -1.74  1.53
C  0.75  -2.01  -0.66
C  -0.75  -2.31  -0.19
C  3.30  1.83  0.23
C  4.46  2.40  -0.29
C  5.30  1.30  -0.63
C  4.55  0.13  -0.41
C  3.39  -1.12  2.39
C  4.24  -2.12  2.84
C  3.90  -3.31  2.13
C  2.87  -2.99  1.29
C  -1.98  1.91  0.83
C  -2.71  2.93  0.08
C  -4.00  2.36  -0.05
C  -3.88  0.95  0.13
C  -4.25  -2.09  0.88
C  -5.04  -2.84  1.75
C  -4.29  -2.98  2.98
C  -3.08  -2.31  2.80
H  1.26  -2.95  -0.45
H  0.90  -1.95  -1.76
H  -1.37  -2.69  -1.05
H  -0.77  -3.15  0.56
H  2.44  2.33  0.61
H  4.56  3.46  -0.42
H  6.31  1.42  -1.02
H  4.85  -0.89  -0.59
H  3.35  -0.07  2.59
H  5.03  -1.98  3.56
H  4.37  -4.29  2.23
H  2.41  -3.64  0.59
H  -2.15  1.71  1.85
H  -2.13  3.86  -0.20
H  -4.98  2.86  -0.23
H  -4.73  0.24  0.20
H  -4.49  -1.78  -0.15
H  -6.02  -3.31  1.58
H  -4.57  -3.49  3.90
H  -2.22  -2.15  3.46
S  -0.56  -0.24  2.45
C  -1.79  0.42  3.57
N  -2.55  0.68  4.42

Total charge: +2
Total energy, hartree: -2508.623187
Multiplicity: 3
F_max, hartree/bohr: 0.1224
LUMO (alpha / beta), Eh: -0.292 / -0.299
Expectation value of S²: 2.042

For each atom in turn, the Mulliken charge in e is: number 1, W, carries 1.062; number 2, C, carries -0.585; number 3, C, carries -0.695; number 4, C, carries -1.387; number 5, C, carries -1.839; number 6, C, carries 0.154; number 7, C, carries -0.953; number 8, C, carries -0.399; number 9, C, carries -1.230; number 10, C, carries -2.109; number 11, H, carries 1.039; number 12, H, carries 1.439; number 13, H, carries 0.453; number 14, H, carries 0.710; number 15, H, carries 0.525; number 16, H, carries 0.464; number 17, H, carries 1.179; number 18, H, carries 0.437; number 19, H, carries 0.482; number 20, H, carries 0.149; number 21, H, carries 0.453; number 22, H, carries 0.320; number 23, H, carries 0.797; number 24, H, carries 0.523; number 25, H, carries 0.373; number 26, P, carries 0.389; number 27, P, carries 0.297; number 28, N, carries 0.805; number 29, N, carries 0.621; number 30, N, carries 0.054; number 31, N, carries 0.546; number 32, C, carries -0.758; number 33, C, carries -0.639; number 34, C, carries -1.226; number 35, C, carries -0.729; number 36, C, carries -0.961; number 37, C, carries -0.558; number 38, C, carries -0.557; number 39, C, carries -0.699; number 40, C, carries -0.664; number 41, C, carries -0.517; number 42, C, carries -0.289; number 43, C, carries -0.532; number 44, C, carries -0.870; number 45, C, carries -0.095; number 46, C, carries -0.517; number 47, C, carries -0.836; number 48, C, carries -0.702; number 49, C, carries -0.484; number 50, H, carries 0.518; number 51, H, carries 0.031; number 52, H, carries 0.604; number 53, H, carries 0.526; number 54, H, carries 0.942; number 55, H, carries 0.492; number 56, H, carries 0.464; number 57, H, carries 0.508; number 58, H, carries 0.432; number 59, H, carries 0.470; number 60, H, carries 0.475; number 61, H, carries 0.546; number 62, H, carries 0.475; number 63, H, carries 0.389; number 64, H, carries 0.482; number 65, H, carries 0.385; number 66, H, carries 0.569; number 67, H, carries 0.431; number 68, H, carries 0.435; number 69, H, carries 0.525; number 70, S, carries 0.016; number 71, C, carries 0.270; number 72, N, carries -0.425

***

Here is a cluster of 22 separate species, C44H105N9O26 in total at a distorted geometry from the Open Molecules 2025 dataset. Energies are from ωB97M-V/def2-TZVPD.

Cartesian coordinates (Å):
C  0.74  3.44  -2.41
C  0.21  4.22  -3.52
N  -0.21  4.75  -4.44
H  0.04  2.86  -1.81
H  1.13  4.13  -1.66
H  1.58  2.80  -2.70
C  -6.58  -1.10  -3.30
C  -8.03  -0.94  -3.13
N  -9.21  -0.89  -3.07
H  -6.35  -2.16  -3.45
H  -6.07  -0.54  -2.51
H  -6.19  -0.66  -4.21
C  -3.57  -2.62  1.16
C  -4.52  -2.76  0.03
N  -5.29  -2.78  -0.85
H  -2.69  -3.01  0.66
H  -3.70  -3.16  2.09
H  -3.34  -1.56  1.33
C  5.80  -4.24  -4.04
C  5.66  -5.40  -4.95
N  5.58  -6.25  -5.71
H  6.42  -3.43  -4.42
H  6.31  -4.59  -3.15
H  4.89  -3.70  -3.79
C  -0.75  -0.60  4.95
C  -2.12  -1.15  4.70
N  -3.17  -1.61  4.44
H  -0.07  -0.79  4.11
H  -0.44  -1.02  5.90
H  -0.75  0.49  5.02
C  3.04  -0.94  7.58
C  2.66  -1.23  6.19
N  2.39  -1.45  5.09
H  3.15  -1.91  8.06
H  2.33  -0.33  8.14
H  4.03  -0.49  7.59
C  -3.63  1.42  3.32
C  -5.03  1.24  2.81
N  -6.11  1.15  2.37
H  -3.05  0.82  2.62
H  -3.54  1.02  4.33
H  -3.35  2.47  3.37
C  4.12  -4.09  3.63
C  4.82  -3.69  4.81
N  5.36  -3.38  5.77
H  3.80  -3.23  3.06
H  3.22  -4.61  3.98
H  4.74  -4.79  3.06
C  1.65  -5.51  -3.20
C  1.43  -6.41  -4.38
N  1.29  -7.15  -5.24
H  1.72  -6.11  -2.29
H  0.87  -4.76  -3.07
H  2.60  -5.00  -3.30
C  -2.12  -4.39  -2.76
C  -1.95  -4.69  -4.27
O  -2.77  -3.92  -5.10
O  -1.45  -5.44  -2.05
H  -3.17  -4.41  -2.44
H  -1.75  -3.42  -2.46
H  -2.28  -5.72  -4.36
H  -0.89  -4.67  -4.51
H  -2.64  -4.13  -6.03
H  -1.62  -6.27  -2.50
C  -5.42  2.26  -1.31
C  -4.11  1.77  -0.61
O  -2.89  2.34  -1.10
O  -5.44  1.83  -2.63
H  -5.59  3.33  -1.20
H  -6.22  1.77  -0.76
H  -3.99  0.69  -0.72
H  -4.17  1.95  0.46
H  -2.99  2.46  -2.05
H  -6.32  2.04  -2.95
C  -0.85  4.42  3.55
C  -0.76  3.47  2.27
O  -0.46  2.15  2.63
O  0.36  4.97  3.92
H  -1.19  3.82  4.40
H  -1.60  5.18  3.31
H  -0.11  3.80  1.46
H  -1.73  3.49  1.78
H  -0.56  1.63  1.83
H  0.35  5.87  3.60
C  -2.00  5.75  -1.90
C  -3.30  6.50  -1.49
O  -4.47  5.67  -1.58
O  -1.53  4.84  -0.91
H  -1.25  6.52  -2.06
H  -2.15  5.22  -2.84
H  -3.40  7.35  -2.17
H  -3.34  6.79  -0.44
H  -5.20  6.09  -2.04
H  -2.16  4.12  -0.85
C  -5.98  5.43  2.29
C  -4.48  5.17  2.36
O  -3.98  4.48  1.21
O  -6.26  6.32  1.24
H  -6.20  5.98  3.21
H  -6.52  4.49  2.21
H  -4.35  4.54  3.23
H  -3.94  6.11  2.49
H  -4.27  4.95  0.42
H  -6.47  5.80  0.46
C  7.48  -1.30  2.58
C  5.96  -1.16  2.63
O  5.65  0.17  2.19
O  7.99  -1.51  1.26
H  7.85  -2.11  3.21
H  7.95  -0.42  3.02
H  5.68  -1.17  3.69
H  5.45  -1.93  2.05
H  6.16  0.86  2.62
H  7.70  -0.80  0.67
C  -2.87  2.04  -4.77
C  -2.94  0.50  -4.34
O  -1.68  -0.14  -4.61
O  -2.29  2.70  -3.70
H  -3.84  2.51  -4.91
H  -2.29  2.19  -5.68
H  -3.67  0.00  -4.97
H  -3.28  0.50  -3.30
H  -1.09  -0.17  -3.86
H  -1.68  3.37  -4.02
C  1.60  -0.54  -4.07
C  1.46  0.24  -5.38
O  0.56  -0.19  -6.29
O  0.46  -0.39  -3.24
H  2.47  -0.20  -3.51
H  1.68  -1.60  -4.33
H  2.48  0.32  -5.77
H  1.15  1.26  -5.17
H  -0.28  -0.15  -5.82
H  0.80  -0.54  -2.36
C  2.77  1.96  3.76
C  3.26  2.72  5.01
O  2.16  3.35  5.60
O  2.25  2.94  2.82
H  2.11  1.11  3.93
H  3.60  1.49  3.23
H  3.94  3.57  4.93
H  3.75  2.08  5.75
H  1.69  3.90  4.97
H  1.29  2.91  2.86
C  4.01  3.01  -0.02
C  2.92  1.96  0.06
O  2.84  1.23  -1.17
O  5.22  2.41  -0.40
H  4.04  3.58  0.91
H  3.78  3.76  -0.77
H  1.98  2.40  0.39
H  3.24  1.32  0.89
H  2.24  0.50  -0.97
H  4.87  1.85  -1.09
C  4.73  -1.99  -0.72
C  4.19  -3.43  -0.35
O  2.74  -3.33  -0.16
O  4.30  -1.60  -2.03
H  5.82  -2.03  -0.61
H  4.29  -1.29  -0.01
H  4.76  -3.76  0.51
H  4.42  -4.21  -1.08
H  2.36  -4.21  -0.10
H  4.67  -0.73  -2.22
C  -0.09  -4.68  2.08
C  0.92  -5.80  2.01
O  1.63  -5.73  0.76
O  -1.10  -4.93  1.10
H  0.45  -3.77  1.82
H  -0.55  -4.58  3.06
H  0.45  -6.79  2.08
H  1.71  -5.69  2.76
H  2.21  -6.49  0.69
H  -0.75  -5.14  0.24
C  -0.95  -0.26  -0.31
C  0.29  -1.03  0.14
O  1.40  -1.08  -0.78
O  -0.95  1.11  0.03
H  -1.83  -0.84  -0.03
H  -1.04  -0.16  -1.39
H  -0.01  -2.07  0.19
H  0.64  -0.79  1.14
H  2.04  -1.75  -0.54
H  -1.58  1.54  -0.57

Total energy, hartree: -4188.215052
Multiplicity: 1
F_max, hartree/bohr: 0.0811
LUMO, Eh: -0.015

Atom charges from the Mulliken analysis, given in e for atoms 1 to 99: number 1, C, carries 0.364; number 2, C, carries -0.080; number 3, N, carries -0.581; number 4, H, carries -0.701; number 5, H, carries 0.429; number 6, H, carries 0.582; number 7, C, carries 0.054; number 8, C, carries 0.147; number 9, N, carries -0.460; number 10, H, carries 0.376; number 11, H, carries -0.321; number 12, H, carries 0.224; number 13, C, carries 0.785; number 14, C, carries 0.245; number 15, N, carries -0.516; number 16, H, carries -0.330; number 17, H, carries 0.475; number 18, H, carries -0.557; number 19, C, carries -0.318; number 20, C, carries 0.180; number 21, N, carries -0.355; number 22, H, carries 0.367; number 23, H, carries 0.233; number 24, H, carries -0.105; number 25, C, carries -0.134; number 26, C, carries 0.234; number 27, N, carries -0.545; number 28, H, carries -0.027; number 29, H, carries 0.379; number 30, H, carries 0.159; number 31, C, carries -1.117; number 32, C, carries 0.354; number 33, N, carries -0.190; number 34, H, carries 0.376; number 35, H, carries 0.351; number 36, H, carries 0.305; number 37, C, carries 0.837; number 38, C, carries -0.047; number 39, N, carries -0.597; number 40, H, carries -0.544; number 41, H, carries 0.736; number 42, H, carries -0.425; number 43, C, carries -0.060; number 44, C, carries 0.054; number 45, N, carries -0.544; number 46, H, carries -0.161; number 47, H, carries 0.214; number 48, H, carries 0.515; number 49, C, carries 0.760; number 50, C, carries 0.046; number 51, N, carries -0.425; number 52, H, carries 0.106; number 53, H, carries -0.226; number 54, H, carries -0.258; number 55, C, carries 0.158; number 56, C, carries -0.488; number 57, O, carries -0.527; number 58, O, carries -0.418; number 59, H, carries 0.375; number 60, H, carries -0.338; number 61, H, carries 0.479; number 62, H, carries 0.159; number 63, H, carries 0.316; number 64, H, carries 0.278; number 65, C, carries -0.978; number 66, C, carries 0.360; number 67, O, carries 2.448; number 68, O, carries -0.361; number 69, H, carries 0.215; number 70, H, carries 0.601; number 71, H, carries 0.288; number 72, H, carries -0.882; number 73, H, carries -0.530; number 74, H, carries 0.266; number 75, C, carries -0.985; number 76, C, carries 0.488; number 77, O, carries 0.337; number 78, O, carries -0.530; number 79, H, carries 0.156; number 80, H, carries 0.530; number 81, H, carries 0.457; number 82, H, carries -0.747; number 83, H, carries -0.125; number 84, H, carries 0.342; number 85, C, carries 0.015; number 86, C, carries -0.777; number 87, O, carries -0.361; number 88, O, carries -0.382; number 89, H, carries 0.364; number 90, H, carries 0.102; number 91, H, carries 0.586; number 92, H, carries 0.123; number 93, H, carries 0.248; number 94, H, carries -0.136; number 95, C, carries -0.796; number 96, C, carries -0.345; number 97, O, carries 0.336; number 98, O, carries -0.588; number 99, H, carries 0.388

***

Number 3 is which compound? C28H35N5P2SW

***

Number 4 is which compound? C44H105N9O26

***

Among the records above, which one has the highest F_max? C28H35N5P2SW